Version A
Below is one molecule with the formula C4H7Cl, with properties calculated with ωB97M-V/def2-TZVPD.

Element x y z (Å)
H (-1.43250, 1.12968, -0.07641)
C (-1.15906, -0.97950, -0.06298)
H (0.25879, 1.02916, 1.50815)
H (2.32199, 0.70815, -0.66316)
C (1.80181, 0.49068, 0.29678)
H (-1.28288, -1.32997, 0.92169)
C (0.54190, 0.72406, 0.49520)
H (2.45861, 0.13971, 1.09290)
H (-0.40015, -1.73652, -0.43605)
C (-0.64271, 0.45642, -0.32738)
Cl (-0.33593, 0.58101, -2.16529)
H (-2.12986, -1.21287, -0.58346)

Computed properties:
molar mass = 90.6 g/mol



Version B
Below is one molecule with the formula C4H7Cl, with properties calculated with ωB97M-V/def2-TZVPD.

Element x y z (Å)
C (1.01355, -1.24508, 0.22319)
C (0.41558, 0.66541, 2.25699)
C (-0.23778, 0.82572, -0.09020)
H (2.01170, -1.10292, 0.20925)
C (0.45754, 0.13017, 0.84550)
H (1.43668, 0.87396, 2.70312)
H (-0.02322, 1.59886, 2.20734)
H (0.68068, -1.37147, -0.89483)
Cl (-0.81446, -0.11709, -1.62235)
H (0.20771, -0.08138, 3.00560)
H (-0.88831, 1.77749, 0.04487)
H (0.52727, -1.96147, 0.89169)

Computed properties:
molar mass = 90.6 g/mol



Result of the stability comparison: version B is the least stable of them.



Version A
Below is one molecule with the formula C4H7Cl, with properties calculated with ωB97M-V/def2-TZVPD.

Element x y z (Å)
C (1.02883, -0.52782, 1.08548)
H (-0.04166, -0.06455, 2.96458)
C (0.63049, -1.16498, 0.05136)
Cl (-0.64285, 0.96593, -1.22638)
H (-1.50910, -1.06882, -0.05765)
H (2.04327, -0.87516, 1.42627)
H (1.26201, 0.93683, 2.47023)
H (-0.28147, 1.00865, 1.44696)
C (-0.57245, -0.84639, -0.72277)
H (1.20421, -2.14138, -0.25496)
H (-0.55532, -1.36038, -1.67175)
C (0.38089, 0.39652, 2.00673)

Computed properties:
molar mass = 90.6 g/mol



Version B
Below is one molecule with the formula C4H7Cl, with properties calculated with ωB97M-V/def2-TZVPD.

Element x y z (Å)
H (1.18214, -1.82821, 0.79904)
C (0.88080, -1.06010, 0.12521)
H (-0.27096, 0.17661, 1.59249)
H (2.85546, -0.07193, -0.08137)
C (1.82097, -0.00003, -0.35356)
H (1.06180, 1.70459, 0.91731)
H (1.83168, 0.07830, -1.40101)
H (0.31832, 1.57204, -0.72983)
Cl (-1.66681, -0.02185, -0.17644)
H (0.49533, -1.42402, -0.76773)
C (-0.08282, -0.00903, 0.59186)
C (0.85806, 1.09650, 0.08158)

Computed properties:
molar mass = 90.6 g/mol



Version C
Below is one molecule with the formula C4H7Cl, with properties calculated with ωB97M-V/def2-TZVPD.

Element x y z (Å)
H (1.52388, 0.52000, 1.50639)
H (0.26726, 0.16087, -1.30386)
H (-0.11586, 2.61942, -0.24708)
C (1.43189, 0.18166, 0.44116)
H (1.78922, -0.89442, -1.02710)
H (-1.76267, 1.59540, -0.55520)
H (-1.04257, 1.90405, 1.00963)
C (-0.01860, 0.38101, -0.26188)
H (3.43399, -0.56854, -0.00596)
Cl (-1.28720, -0.96243, 0.07613)
C (-0.79078, 1.73818, -0.10077)
C (2.34236, -0.46344, -0.19035)

Computed properties:
molar mass = 90.6 g/mol



Result of the stability comparison: version C is the least stable of them.



Version A
Below is one molecule with the formula C3H6O2S2, with properties calculated with ωB97M-V/def2-TZVPD.

Element x y z (Å)
H (-1.25263, 0.28995, 0.41209)
O (-0.58243, -3.46589, -0.83143)
C (-0.94638, -2.35211, -0.17724)
S (0.64872, 1.51265, -0.59905)
H (0.14344, 0.00574, 1.13789)
O (-1.78043, -2.20238, 0.68997)
C (-0.25127, 0.04803, 0.10332)
S (0.95395, 2.82478, 0.96191)
H (1.15251, -1.72457, -0.54165)
H (0.11055, -1.27127, -1.76870)
C (0.07690, -1.22094, -0.67966)
H (-0.33477, -4.08406, -0.07148)
H (0.16554, 3.88149, 0.67929)

Computed properties:
molar mass = 138.2 g/mol



Version B
Below is one molecule with the formula C3H6O2S2, with properties calculated with ωB97M-V/def2-TZVPD.

Element x y z (Å)
H (-0.95677, -1.18062, -0.77088)
H (3.66512, 0.69783, 0.39117)
H (-1.21197, -1.71377, 0.91820)
C (-1.13270, -0.86064, 0.26484)
H (0.04886, 0.90147, 0.07000)
C (-2.35821, -0.01155, 0.09989)
S (1.63949, -0.79575, -0.00458)
O (-3.49094, -0.66903, 0.42622)
H (0.17173, 0.21104, 1.68068)
C (0.09754, -0.03178, 0.62970)
S (2.71558, 0.88632, -0.53819)
H (-4.21146, -0.04230, 0.28280)
O (-2.36903, 1.11429, -0.31326)

Computed properties:
molar mass = 138.2 g/mol



Result of the stability comparison: version A is the least stable of them.



Version A
Below is one molecule with the formula C3H6O2S2, with properties calculated with ωB97M-V/def2-TZVPD.

Element x y z (Å)
C (-1.21499, 0.07824, 0.97763)
H (-1.48509, 0.88256, -1.02390)
C (1.61298, -0.11888, -0.83140)
H (0.22080, 1.56757, 0.38295)
O (-2.41081, 0.15292, 0.78616)
S (1.46165, -1.87161, -1.14087)
C (0.12539, 0.53918, -0.14363)
H (0.14393, -1.79843, -1.41107)
O (-0.57150, 0.73501, -1.36020)
H (-1.40336, -0.38471, 3.22908)
H (2.43689, 0.15050, -0.20426)
H (1.41338, 0.44124, -1.72521)
S (-0.32928, -0.37357, 2.46474)

Computed properties:
molar mass = 138.2 g/mol



Version B
Below is a 2-piece molecular cluster, C3H6O2S2 overall, with properties calculated with ωB97M-V/def2-TZVPD.

Element x y z (Å)
O (3.51119, -0.62134, -1.41277)
H (-1.28264, 1.34417, -0.95888)
H (-2.17504, 1.39126, 0.70345)
S (3.78580, -0.30406, -0.06721)
H (-0.01777, 0.36894, 1.60074)
O (3.44396, -1.25520, 0.95978)
H (-1.91326, -0.92890, -1.39983)
H (-0.80795, -1.33552, -0.13824)
C (-0.16614, 0.85742, 0.72056)
H (-2.49963, -1.10914, 0.28508)
C (-1.46684, 0.89415, 0.02860)
S (1.21010, 1.37084, 0.04589)
C (-1.62179, -0.67261, -0.36719)

Computed properties:
molar mass = 138.2 g/mol



Result of the stability comparison: version A is the least stable of them.